[1]
DFT (ωB97M-V/def2-TZVPD) results for an isolated ion of composition C26H41N3O5PS2 and charge +1 in a non-equilibrium geometry.

Values from the calculation:
Multiplicity = 1
Total charge = +1
Gap between HOMO and LUMO = 7.97 eV
ΔE to the lowest compared entry with this formula, charge and spin = 0.0 kcal/mol
HOMO energy = -10.5 eV
Structure (SMILES) = CCN(CC)C(=S)SCCC[C@]1(N(C(C)=O)C(C)=O)OCC[N@H+](P(C)CC)[C@@H]1OC(=O)c1ccccc1

```
78
Properties=species:S:1:pos:R:3:mulliken_charge:R:1
C -3.31 0.99 0.52 -0.308
C -4.37 -0.12 0.45 -1.219
N -3.78 -1.45 0.23 0.468
C -3.77 -2.27 1.48 -1.143
C -2.52 -1.97 2.31 -0.381
C -4.54 -2.19 -0.74 0.039
S -6.14 -2.45 -0.62 -0.159
S -3.73 -2.85 -2.12 -0.205
C -1.93 -2.81 -1.79 -0.918
C -1.34 -1.41 -1.65 -0.033
C 0.07 -1.29 -2.29 -2.295
C 1.21 -1.39 -1.27 1.249
N 2.42 -1.87 -1.97 0.209
C 2.67 -1.16 -3.24 0.817
C 2.47 -1.97 -4.48 -1.571
O 3.05 -0.04 -3.27 -0.419
C 3.60 -1.86 -1.13 0.857
C 4.09 -3.21 -0.70 -1.416
O 4.16 -0.85 -0.80 -0.527
O 0.81 -2.40 -0.36 -0.395
C 1.28 -2.28 0.95 -0.733
C 0.97 -0.90 1.50 -0.292
N 1.88 0.05 0.77 0.455
P 1.95 1.73 1.50 0.147
C 0.33 2.00 2.29 -0.684
C 3.20 1.49 2.86 -0.356
C 2.71 2.00 4.21 -1.286
C 1.44 0.04 -0.67 -2.160
O 0.31 0.87 -0.76 0.551
C 0.37 1.99 -1.59 0.259
O 0.68 1.88 -2.72 -0.431
C -0.13 3.26 -1.01 -0.138
C 0.72 4.24 -0.51 -0.077
C 0.19 5.42 0.03 -0.785
C -1.19 5.60 0.06 -0.485
C -2.04 4.63 -0.47 -0.730
C -1.52 3.46 -1.01 -0.427
H -3.15 1.30 1.56 0.353
H -3.67 1.88 0.01 0.531
H -2.37 0.68 0.09 -0.383
H -4.94 -0.10 1.38 0.192
H -5.07 0.13 -0.34 0.678
H -4.70 -2.11 2.04 0.467
H -3.78 -3.31 1.16 0.559
H -1.77 -2.73 2.12 0.138
H -2.12 -1.00 2.04 -0.184
H -2.76 -1.96 3.37 0.437
H -1.52 -3.32 -2.65 0.417
H -1.73 -3.44 -0.93 0.379
H -1.35 -1.07 -0.63 -0.735
H -1.98 -0.74 -2.22 0.793
H 0.16 -2.13 -2.97 1.121
H 0.15 -0.39 -2.89 0.364
H 1.53 -1.63 -4.92 0.317
H 3.25 -1.74 -5.20 0.495
H 2.38 -3.03 -4.27 0.324
H 3.35 -3.97 -0.88 0.305
H 5.02 -3.43 -1.20 0.440
H 4.29 -3.18 0.37 0.391
H 2.37 -2.41 1.03 -0.095
H 0.85 -3.04 1.59 0.750
H 1.14 -0.88 2.57 0.784
H -0.06 -0.66 1.23 -0.078
H 2.83 -0.34 0.80 0.745
H 0.11 1.27 3.07 0.414
H -0.45 1.98 1.54 -0.312
H 0.39 2.98 2.75 0.584
H 3.43 0.43 2.91 0.266
H 4.08 2.03 2.55 0.468
H 2.38 3.03 4.15 0.328
H 1.90 1.39 4.60 0.321
H 3.53 1.92 4.92 0.424
H 2.25 0.49 -1.24 0.845
H 1.79 4.06 -0.53 0.561
H 0.87 6.15 0.42 0.457
H -1.60 6.50 0.48 0.434
H -3.11 4.79 -0.48 0.442
H -2.17 2.71 -1.43 0.787
```


[2]
DFT (ωB97M-V/def2-TZVPD) results for C26H42AlBBr16ClF5NO5 as an isolated structure in a non-equilibrium geometry.

Values from the calculation:
Multiplicity = 1
Total charge = -1
Gap between HOMO and LUMO = 7.29 eV
HOMO energy = -5.7 eV

```
98
Properties=species:S:1:pos:R:3:mulliken_charge:R:1
N 1.36 -2.01 -0.20 -0.304
Al 2.05 -0.32 0.39 0.635
O 2.93 0.74 -0.91 -0.562
C 2.72 2.14 -0.54 0.024
O 2.84 2.79 -1.83 -0.530
B 3.80 3.85 -1.86 0.714
O 4.54 4.39 -0.73 -0.613
O 4.05 4.46 -3.19 -0.452
C 1.32 2.18 0.27 -0.194
Cl 1.94 2.44 2.04 -0.162
C 0.29 3.41 0.09 1.029
F 0.80 4.52 -0.66 -0.096
F 0.00 3.93 1.42 -0.288
C -1.15 2.96 -0.48 -0.068
C -1.37 1.99 -1.68 -0.032
C -2.81 1.58 -2.18 -0.751
C -4.08 2.17 -1.46 -0.546
C -3.89 3.15 -0.24 0.108
C -5.14 3.79 0.56 0.706
F -4.76 5.01 1.21 -0.264
F -6.22 4.13 -0.31 -0.262
F -5.60 2.84 1.53 -0.208
C -2.43 3.55 0.23 -0.377
O 0.63 0.91 0.44 -0.450
H 0.69 -1.89 -0.99 0.117
H 0.90 -2.46 0.60 -0.015
H 2.70 -0.33 1.86 -0.421
H 3.53 2.27 0.25 0.394
H 3.92 4.96 -0.23 0.281
H 3.16 4.83 -3.43 0.260
H -0.48 1.51 -2.23 0.309
H -2.98 0.87 -3.06 0.328
H -5.15 1.94 -1.79 0.300
H -2.39 4.28 1.10 0.299
Br -1.39 -3.07 2.15 -0.124
C -3.02 -2.84 1.11 -0.674
C -2.80 -1.94 -0.08 -0.617
Br -2.71 -0.07 0.44 0.075
H -3.78 -2.46 1.80 0.361
H -3.29 -3.84 0.79 0.378
H -3.64 -2.00 -0.77 0.361
H -1.88 -2.16 -0.63 0.253
Br -0.07 -5.94 -0.93 -0.122
C 1.74 -6.26 -0.27 -0.230
C 1.72 -6.70 1.17 -0.197
Br 1.41 -5.18 2.36 -0.121
H 2.31 -5.34 -0.44 0.387
H 2.14 -7.05 -0.91 0.064
H 2.70 -7.09 1.46 0.279
H 0.95 -7.44 1.39 -0.050
Br 2.23 -8.72 -3.40 -0.151
C 0.59 -8.49 -4.43 -0.523
C 0.82 -7.58 -5.62 -0.599
Br 0.91 -5.71 -5.08 -0.112
H -0.17 -8.12 -3.75 0.340
H 0.32 -9.49 -4.76 0.333
H -0.02 -7.64 -6.32 0.335
H 1.75 -7.80 -6.16 0.361
Br 8.28 4.76 -7.11 -0.184
C 6.85 4.55 -5.81 -0.540
C 5.68 3.80 -6.40 -0.363
Br 4.62 4.95 -7.57 -0.161
H 6.59 5.54 -5.46 0.363
H 7.29 3.98 -4.99 0.341
H 4.99 3.48 -5.62 0.122
H 5.97 2.93 -6.99 0.413
Br -1.67 1.34 3.59 -0.025
C -1.00 1.36 5.43 -0.701
C -0.50 2.73 5.82 -0.546
Br 1.24 3.09 5.03 -0.114
H -0.23 0.58 5.49 0.382
H -1.85 1.06 6.04 0.336
H -0.34 2.78 6.90 0.344
H -1.17 3.53 5.51 0.323
Br 3.21 6.22 -1.69 0.048
C 1.71 7.45 -1.93 -0.710
C 2.18 8.81 -2.39 -0.606
Br 2.95 9.83 -0.92 -0.166
H 1.17 7.48 -0.99 0.409
H 1.09 6.98 -2.70 0.376
H 1.34 9.41 -2.75 0.404
H 2.94 8.76 -3.17 0.347
Br 3.19 -10.08 2.76 -0.137
C 1.70 -10.26 4.00 -0.602
C 0.54 -10.98 3.37 -0.555
Br -0.44 -9.81 2.15 -0.124
H 1.45 -9.26 4.35 0.377
H 2.10 -10.84 4.84 0.346
H -0.19 -11.28 4.12 0.329
H 0.84 -11.86 2.79 0.364
Br -9.78 2.13 6.21 -0.158
C -8.47 3.16 5.19 -0.546
C -7.28 2.31 4.82 -0.452
Br -6.09 2.06 6.35 -0.118
H -8.21 4.03 5.79 0.376
H -9.00 3.49 4.30 0.354
H -6.67 2.81 4.07 0.136
H -7.55 1.32 4.46 0.402
```


[3]
DFT (ωB97M-V/def2-TZVPD) results for C26H42BBaN8O4Te as an isolated structure in a non-equilibrium geometry.

Values from the calculation:
Multiplicity = 2
Total charge = +2
Gap between HOMO and LUMO (alpha / beta) = 9.00 / 5.46 eV
ΔE to the lowest compared entry with this formula, charge and spin = 42.0 kcal/mol
HOMO energy (alpha / beta) = -13.8 / -13.8 eV

```
83
Properties=species:S:1:pos:R:3:lowdin_spin:R:1
Ba -0.56 -0.56 -0.37 0.005
C -1.39 -4.09 0.91 0.000
C -1.19 -3.12 2.05 0.002
O -1.70 -1.82 1.79 0.010
C -3.06 -1.49 2.03 0.001
C -3.98 -1.88 0.89 0.000
O -3.42 -1.42 -0.33 0.000
C -4.02 -2.02 -1.47 0.000
C -3.18 -1.72 -2.69 0.000
O -1.79 -1.95 -2.49 0.000
C -1.26 -3.25 -2.68 0.000
C -1.43 -4.16 -1.47 0.000
O -0.99 -3.48 -0.30 0.000
H -2.45 -4.39 0.85 0.000
H -0.81 -5.00 1.11 0.000
H -0.11 -2.97 2.21 0.002
H -1.62 -3.52 2.97 0.000
H -3.07 -0.40 2.13 0.001
H -3.40 -1.93 2.97 0.000
H -4.97 -1.44 1.06 0.000
H -4.11 -2.97 0.86 0.000
H -5.03 -1.62 -1.62 0.000
H -4.11 -3.10 -1.31 0.000
H -3.26 -0.66 -2.96 0.000
H -3.56 -2.31 -3.53 0.000
H -0.20 -3.10 -2.90 0.000
H -1.73 -3.74 -3.54 0.000
H -0.85 -5.07 -1.63 0.000
H -2.48 -4.45 -1.35 0.000
C 2.88 -2.84 1.37 -0.001
C 2.94 -1.44 0.88 0.008
C 4.05 -0.62 0.69 0.014
C 3.53 0.55 0.17 0.021
N 2.19 0.47 0.04 0.002
N 1.83 -0.80 0.51 0.085
B 1.34 1.78 -0.65 0.000
N 0.02 2.30 0.26 -0.002
C -0.06 3.36 1.09 0.009
C -1.38 3.59 1.43 0.022
C -2.10 2.63 0.72 0.006
C -3.58 2.43 0.64 0.000
N -1.28 1.87 0.02 0.001
N 0.81 1.48 -2.08 0.000
C 0.45 2.48 -2.92 0.000
C 0.07 1.94 -4.12 0.000
C 0.20 0.55 -3.93 0.000
C -0.05 -0.53 -4.93 0.000
N 0.64 0.27 -2.71 0.000
N 2.35 2.87 -0.66 0.000
C 3.22 3.22 -1.65 0.000
C 4.20 4.00 -1.10 0.000
C 3.85 4.12 0.26 0.000
C 4.57 4.87 1.33 0.000
N 2.76 3.42 0.52 0.000
H 3.84 -3.34 1.25 0.000
H 2.12 -3.40 0.81 0.000
H 2.63 -2.89 2.43 0.000
H 5.08 -0.84 0.87 0.001
H 4.06 1.44 -0.13 0.001
H 0.83 3.89 1.37 0.000
H -1.75 4.38 2.07 0.000
H -4.05 3.29 0.18 0.000
H -4.01 2.32 1.64 0.000
H -3.81 1.55 0.04 0.000
H 0.51 3.51 -2.60 0.000
H -0.24 2.45 -5.01 0.000
H 0.19 -0.17 -5.93 0.000
H -1.10 -0.83 -4.93 0.000
H 0.57 -1.39 -4.72 0.000
H 3.09 2.87 -2.66 0.000
H 5.03 4.46 -1.61 0.000
H 5.40 5.43 0.91 0.000
H 4.96 4.19 2.09 0.000
H 3.89 5.57 1.82 0.000
C 0.03 -0.71 4.62 0.062
Te 0.19 0.43 2.84 0.659
C 1.99 1.41 3.33 0.047
H -0.07 -0.02 5.45 0.013
H 0.94 -1.31 4.74 0.009
H -0.85 -1.35 4.55 0.000
H 2.74 0.64 3.52 0.009
H 1.81 2.01 4.21 0.012
H 2.26 2.03 2.47 0.000
```


[4]
DFT (ωB97M-V/def2-TZVPD) results for C26H42BF10NO13PS2 as an isolated structure in a non-equilibrium geometry.

Values from the calculation:
Multiplicity = 1
Total charge = -1
Gap between HOMO and LUMO = 7.36 eV
HOMO energy = -6.5 eV

```
96
Properties=species:S:1:pos:R:3:mulliken_charge:R:1
C 6.49 -2.83 -0.86 -0.839
O 5.60 -1.73 -0.97 -0.187
C 6.30 -0.58 -1.40 -0.717
C 5.59 0.66 -0.80 -0.850
C 4.47 1.21 -1.74 -0.582
C 3.21 1.46 -0.90 -1.150
C 1.96 1.79 -1.71 -0.484
C 1.64 0.74 -2.82 -0.901
C 0.20 0.91 -3.34 -1.940
C -0.93 -0.09 -3.02 -1.868
C -1.11 -0.68 -1.58 3.464
C -1.74 0.55 -0.85 -2.082
C -1.19 0.94 0.54 -0.195
C -1.78 2.36 0.86 -0.793
O -2.16 2.44 2.22 -0.441
C -1.24 3.17 3.05 -0.721
C 0.14 -1.29 -0.89 -1.432
O 1.03 -0.82 -0.29 -0.481
O 0.15 -2.71 -0.95 -0.475
C -0.91 -3.15 -1.80 2.007
C -1.17 -4.63 -1.45 0.692
C -1.85 -5.46 -2.56 -1.271
F -0.02 -5.24 -1.02 -0.419
P 0.00 -3.21 -3.46 0.672
O 0.99 -2.16 -3.63 -0.555
O -0.95 -3.18 -4.78 -0.517
O 0.86 -4.58 -3.58 -0.575
C -1.96 -2.07 -1.51 1.585
C -3.09 -1.84 -2.56 -1.796
C -4.31 -2.83 -2.48 -0.678
C -5.18 -2.67 -3.69 0.040
F -6.31 -1.94 -3.53 -0.326
C -4.95 -3.16 -4.92 0.253
F -3.91 -2.82 -5.64 -0.190
F -5.71 -3.98 -5.55 -0.255
C -2.64 -1.97 -0.11 -1.823
B -3.28 -3.23 0.62 1.081
O -4.59 -3.62 0.53 -0.608
O -2.45 -3.98 1.47 -0.621
H 7.09 -2.92 -1.78 0.333
H 5.90 -3.75 -0.75 0.208
H 7.14 -2.73 0.02 0.308
H 6.25 -0.47 -2.49 0.353
H 7.34 -0.57 -1.06 0.478
H 6.32 1.45 -0.56 0.508
H 5.17 0.35 0.16 0.402
H 4.88 2.12 -2.19 0.237
H 4.29 0.49 -2.55 0.464
H 3.41 2.32 -0.24 0.481
H 3.08 0.60 -0.23 0.439
H 1.08 2.02 -1.10 -0.084
H 2.18 2.72 -2.27 0.585
H 1.95 -0.24 -2.47 0.584
H 2.32 1.00 -3.63 0.776
H -0.14 1.91 -3.06 0.517
H 0.26 0.97 -4.44 0.461
H -0.92 -0.85 -3.81 0.679
H -1.87 0.43 -3.23 0.649
H -2.83 0.52 -0.86 0.406
H -1.55 1.47 -1.42 0.912
H -1.52 0.32 1.37 0.405
H -0.11 1.07 0.57 0.305
H -2.70 2.46 0.27 0.352
H -1.11 3.17 0.54 0.374
H -0.89 2.54 3.87 0.278
H -0.38 3.57 2.51 0.321
H -1.79 4.00 3.50 0.240
H -1.82 -4.79 -0.59 -0.445
H -2.55 -4.87 -3.15 0.294
H -2.46 -6.23 -2.08 0.405
H -1.13 -6.00 -3.17 0.257
H -1.86 -3.48 -4.62 0.395
H 1.17 -4.66 -4.50 0.393
H -3.51 -0.85 -2.40 0.383
H -2.74 -1.90 -3.59 0.717
H -4.05 -3.87 -2.28 0.478
H -4.93 -2.50 -1.64 0.436
H -1.99 -1.57 0.67 -0.317
H -3.51 -1.33 -0.25 0.401
H -4.84 -4.11 1.32 0.311
H -2.65 -4.91 1.29 0.292
C -1.37 6.33 6.11 0.650
F -1.87 6.31 4.87 -0.212
F -1.42 7.61 6.54 -0.245
F -2.21 5.63 6.89 -0.247
S 0.33 5.66 6.16 0.974
O 1.09 6.54 5.31 -0.664
O 0.20 4.31 5.70 -0.600
N 0.56 5.84 7.72 -0.294
S 1.96 5.36 8.29 0.993
O 3.09 6.15 7.91 -0.650
O 2.17 3.94 8.32 -0.646
C 1.64 5.82 10.04 0.654
F 0.58 5.17 10.54 -0.240
F 1.39 7.14 10.17 -0.243
F 2.70 5.53 10.81 -0.224
```


[5]
DFT (ωB97M-V/def2-TZVPD) results for C26H42BrHgN3P2S as an isolated structure in a non-equilibrium geometry.

Values from the calculation:
Multiplicity = 1
Total charge = +2
Gap between HOMO and LUMO (alpha / beta) = 5.30 / 3.93 eV
ΔE to the lowest compared entry with this formula, charge and spin = 22.1 kcal/mol
HOMO energy (alpha / beta) = -13.0 / -13.0 eV

```
76
Properties=species:S:1:pos:R:3:mulliken_charge:R:1
C -0.60 5.80 -3.20 -0.413
C -0.80 4.54 -3.81 0.901
C -0.93 4.50 -5.22 -0.424
C -0.75 5.69 -5.94 -0.358
N -0.49 6.85 -5.35 -0.519
C -0.41 6.92 -4.02 -0.369
C -0.91 3.37 -2.96 0.036
C -1.16 2.93 -1.77 -0.500
C -1.58 2.74 -0.41 0.165
C -0.61 2.55 0.60 -0.341
C -0.91 1.83 1.76 -0.289
C -2.20 1.30 1.92 -0.024
C -3.23 1.69 1.04 -0.551
C -2.93 2.42 -0.11 -0.356
Hg -0.66 1.16 -2.93 0.316
P 1.89 -1.41 0.86 0.811
H -1.14 3.57 -5.75 0.390
H -0.55 5.90 -2.12 0.397
H -0.79 5.69 -7.03 0.379
H -0.18 7.89 -3.57 0.379
H -3.71 2.67 -0.84 0.539
H 0.42 2.88 0.41 0.521
H -4.25 1.36 1.24 0.520
H -0.15 1.62 2.51 0.474
C 2.21 -2.80 2.06 -0.577
C 3.34 -3.77 1.78 -1.316
H 1.24 -3.33 2.06 0.470
H 2.32 -2.35 3.05 0.341
H 3.36 -4.53 2.57 0.414
H 3.21 -4.30 0.83 0.319
H 4.32 -3.29 1.77 0.322
C 3.12 -1.64 -0.50 -0.339
C 3.50 -0.36 -1.25 -1.291
H 2.65 -2.36 -1.19 0.328
H 4.02 -2.13 -0.09 0.393
H 3.80 -0.62 -2.28 0.422
H 2.67 0.36 -1.32 0.185
H 4.35 0.15 -0.77 0.291
C 2.62 0.00 1.79 0.153
C 4.05 -0.16 2.29 -1.191
H 1.94 0.15 2.65 -0.268
H 2.54 0.90 1.15 0.316
H 4.24 0.63 3.04 0.397
H 4.22 -1.12 2.79 0.261
H 4.78 -0.04 1.48 0.264
Br -2.59 0.16 3.33 -0.059
P -2.30 -2.55 -1.51 -0.214
C -0.46 -2.64 -1.25 0.529
C 0.02 -4.08 -1.41 -1.298
H -0.23 -2.26 -0.24 -0.690
H 0.02 -1.97 -1.98 0.518
H 1.10 -4.17 -1.22 0.287
H -0.49 -4.75 -0.71 0.366
H -0.17 -4.46 -2.43 0.421
C -2.92 -2.25 0.21 0.507
C -4.14 -3.14 0.43 -1.397
H -3.16 -1.19 0.37 -0.395
H -2.11 -2.51 0.91 0.289
H -4.47 -3.10 1.48 0.381
H -4.97 -2.82 -0.21 0.354
H -3.89 -4.18 0.18 0.372
C -2.65 -0.96 -2.31 0.925
C -3.11 -1.06 -3.76 -1.254
H -1.60 -0.59 -2.23 -1.079
H -3.33 -0.35 -1.70 0.522
H -3.19 -0.05 -4.18 0.401
H -2.39 -1.62 -4.37 0.363
H -4.08 -1.56 -3.85 0.396
N 0.08 -0.45 5.80 -0.355
C 1.31 0.09 5.85 0.628
N 2.12 -0.46 6.79 -0.475
S 1.79 1.34 4.83 -0.371
H -0.15 -1.28 6.33 0.195
H -0.58 -0.12 5.10 0.084
H 3.01 0.00 6.93 0.262
H 1.71 -0.91 7.60 0.209
```


no.,electronic energy (Eh)
1,-2693.2272
2,-43857.9554
3,-2072.9099
4,-4210.0789
5,-4987.7678